Below is 2 unconnected molecules or ions with the total composition C13H21N4O3 at a distorted geometry, with properties calculated with ωB97M-V/def2-TZVPD.

For the orbital gap, the calculation gives 10.26 eV. For the HOMO energy, the calculation gives -12.898 eV. As for the LUMO energy: -2.6 eV. The spin multiplicity is 1. Its strongest force on any atom is 0.0374 hartree/bohr. Its net charge is +1.

Bonds (Å) are listed after each position.
Element x y z (Å)
1 O 2.7819 3.7873 -5.1071  C19 1.344, C20 1.434
2 O 3.1055 3.2384 -2.9537  C19 1.191
3 O 2.1258 1.7937 -4.3791  C11 1.436, C19 1.354
4 N 0.2122 -0.9003 2.6174  C10 1.390, H23 1.012, H35 1.013
5 N 1.4365 -1.2992 -0.5054  C12 1.338, C17 1.311
6 N -2.0602 -1.1715 2.3404  C10 1.306, C15 1.472, H36 1.008
7 N -0.7054 -1.3307 0.4669  C10 1.347, C13 1.486, C17 1.480
8 C -2.6473 -2.1920 5.9716  C14 1.530, H21 1.089, H24 1.084, H28 1.088
9 C 1.4070 1.5045 -0.7250  C16 1.387, C18 1.386, H27 1.079
10 C -0.8807 -1.1020 1.7832  N4 1.390, N6 1.306, N7 1.347
11 C 1.5887 1.9220 -5.7046  O3 1.436, C20 1.516, H30 1.086, H40 1.091
12 C 2.4522 -0.6187 -1.0494  N5 1.338, C16 1.386, H22 1.081
13 C -1.9103 -1.1930 -0.3921  N7 1.486, H25 1.088, H26 1.083, H33 1.090
14 C -2.3492 -2.3913 4.4847  C8 1.530, C15 1.519, H32 1.090, H38 1.089
15 C -2.3322 -1.0451 3.7812  N6 1.472, C14 1.519, H29 1.084, H31 1.089
16 C 2.4798 0.7598 -1.1916  C9 1.387, C12 1.386, H37 1.077
17 C 0.4301 -0.5664 -0.0950  N5 1.311, N7 1.480, C18 1.385
18 C 0.3461 0.8148 -0.1601  C9 1.386, C17 1.385, H34 1.082
19 C 2.7085 2.9690 -4.0436  O1 1.344, O2 1.191, O3 1.354
20 C 2.4308 3.0430 -6.2814  O1 1.434, C11 1.516, H39 1.086, H41 1.090
21 H -3.4498 -1.4661 6.0961  C8 1.089
22 H 3.2934 -1.2055 -1.3899  C12 1.081
23 H 0.4680 0.0757 2.6994  N4 1.012
24 H -2.9327 -3.1243 6.4456  C8 1.084
25 H -2.5296 -0.3467 -0.1023  C13 1.088
26 H -1.5739 -1.1040 -1.4171  C13 1.083
27 H 1.4140 2.5806 -0.8042  C9 1.079
28 H -1.7651 -1.7938 6.4681  C8 1.088
29 H -1.6390 -0.3447 4.2319  C15 1.084
30 H 1.6858 0.9835 -6.2424  C11 1.086
31 H -3.3218 -0.5957 3.8561  C15 1.089
32 H -3.1063 -3.0228 4.0200  C14 1.090
33 H -2.4920 -2.1139 -0.3471  C13 1.090
34 H -0.5246 1.3361 0.2164  C18 1.082
35 H 1.0038 -1.4536 2.3126  N4 1.013
36 H -2.8622 -1.3467 1.7558  N6 1.008
37 H 3.3198 1.2465 -1.6574  C16 1.077
38 H -1.3803 -2.8735 4.3622  C14 1.089
39 H 1.8931 3.6762 -6.9806  C20 1.086
40 H 0.5338 2.1891 -5.6290  C11 1.091
41 H 3.3458 2.6811 -6.7512  C20 1.090

Atomic partial charges in e from the natural (NBO) method, atoms 1 to 4: -0.475, -0.598, -0.499, -0.848